# C13H22IN2O3P

A single C13H22IN2O3P molecule in a non-equilibrium geometry (wB97M-V/def2-TZVPD, OMol25).

```
42
Properties=species:S:1:pos:R:3:lowdin_charge:R:1
O 1.940 0.423 0.423 -0.37
I -4.574 0.102 1.750 0.83
N -0.798 -0.393 0.837 0.12
O -0.277 -0.416 -0.477 -0.26
O 1.052 0.474 -1.995 -0.27
C -1.244 0.782 1.242 -0.35
C -3.178 0.926 4.473 -0.10
C -2.197 1.349 5.366 -0.01
C -2.884 0.730 3.109 -0.46
C -0.871 1.498 4.868 0.02
C -1.569 0.930 2.655 -0.19
N -0.596 1.287 3.550 -0.01
C -1.271 1.995 0.352 -0.01
C 0.806 1.367 3.076 0.03
C 1.642 2.465 -3.277 -0.06
C 3.083 0.382 -3.325 -0.08
C 3.049 -2.542 0.093 -0.17
C 2.158 1.254 -2.465 -0.48
C 1.573 -2.119 0.086 -0.35
P 1.382 -0.462 -0.657 0.40
H -4.209 0.817 4.840 0.11
H -2.442 1.575 6.406 0.12
H -0.070 1.848 5.503 0.13
H -1.883 1.806 -0.522 0.09
H -0.277 2.286 -0.002 0.09
H -1.714 2.842 0.856 0.08
H 0.840 1.990 2.170 0.10
H 1.377 1.895 3.829 0.09
H 1.227 0.359 2.903 0.12
H 2.409 3.235 -3.381 0.07
H 0.723 2.918 -2.864 0.07
H 1.383 2.176 -4.304 0.07
H 3.433 -0.442 -2.719 0.03
H 3.940 0.947 -3.675 0.07
H 2.589 -0.004 -4.223 0.08
H 3.454 -2.442 -0.930 0.05
H 3.643 -1.893 0.758 0.07
H 3.162 -3.601 0.404 0.06
H 2.776 1.685 -1.637 0.13
H 1.016 -2.842 -0.478 0.07
H 1.130 -2.104 1.058 0.05
H 2.489 -0.857 -1.455 0.01
```

Calculated values
LUMO energy: -1.69 eV
HOMO level: -6.583 eV
electronic energy: -1482.6775 Eh
largest force on an atom: 4.29 eV/A
gap between HOMO and LUMO: 0.17965 Eh



# C9H10BiBr4F3N2O2

A molecular structure, C9H10BiBr4F3N2O2 (wB97M-V/def2-TZVPD, OMol25).

```
31
Properties=species:S:1:pos:R:3:lowdin_charge:R:1
Bi -0.070 0.484 -1.110 1.80
Br 3.345 -5.841 -0.675 0.72
C 2.118 -4.435 -0.405 -0.76
C 1.077 -4.580 0.505 -0.77
Br 0.847 -6.186 1.467 0.71
C 0.183 -3.515 0.693 -0.63
Br -1.318 -3.677 1.841 0.78
C 0.335 -2.320 0.006 -0.39
O -0.474 -1.257 0.178 -0.38
C 1.369 -2.182 -0.946 -0.43
O 1.451 -1.047 -1.611 -0.35
C 2.253 -3.241 -1.126 -0.65
Br 3.626 -2.974 -2.387 0.78
N 0.161 -1.317 5.072 0.00
C 0.684 -0.054 4.541 -0.25
C 0.517 -0.034 3.026 -0.16
N -0.884 -0.383 2.665 0.13
H 0.040 -1.281 6.074 0.08
H 0.791 -2.086 4.873 0.08
H -1.192 -1.101 3.321 0.09
H 1.736 0.123 4.772 0.12
H 0.113 0.766 4.981 0.12
H 1.157 -0.790 2.567 0.13
H 0.755 0.930 2.590 0.10
H -1.490 0.431 2.701 0.15
H -0.907 -0.722 1.677 0.05
F 1.783 2.052 0.887 -0.05
C 1.849 1.554 -0.387 -0.48
F 2.029 2.624 -1.238 -0.06
H 2.726 0.909 -0.462 0.09
F -0.967 1.262 0.648 -0.57
```

Calculated values
LUMO energy: 0.16 eV
HOMO level: -7.783 eV
electronic energy: -11419.2359 Eh
largest force on an atom: 0.42 eV/A
gap between HOMO and LUMO: 0.29191 Eh



# C27H26N3O5PS4Sc

A molecular structure, C27H26N3O5PS4Sc in a non-equilibrium geometry (wB97M-V/def2-TZVPD, OMol25).

```
67
Properties=species:S:1:pos:R:3:lowdin_charge:R:1
Sc 1.524 -0.952 0.989 0.50
O 0.483 1.687 3.315 -0.34
S 0.298 1.249 1.948 0.48
O 1.441 1.475 1.066 -0.37
O -0.139 -0.160 1.831 -0.40
C -1.015 2.210 1.220 -0.25
C -1.622 3.253 1.889 -0.05
C -2.591 3.995 1.233 -0.08
C -2.945 3.667 -0.071 -0.07
C -2.321 2.623 -0.732 -0.06
C -1.335 1.876 -0.086 -0.31
P -0.310 0.572 -0.912 1.11
C -1.646 -0.469 -1.579 -0.39
C -2.875 -0.612 -0.945 -0.08
C -3.802 -1.512 -1.443 -0.10
C -3.499 -2.294 -2.543 -0.10
C -2.250 -2.193 -3.141 -0.09
C -1.326 -1.285 -2.664 -0.17
C 0.027 1.702 -2.327 -0.36
C -0.693 1.748 -3.514 -0.11
C -0.426 2.731 -4.450 -0.09
C 0.566 3.667 -4.217 -0.10
C 1.315 3.607 -3.051 -0.08
C 1.041 2.634 -2.107 -0.11
H -1.306 3.480 2.896 0.11
H -3.069 4.821 1.739 0.10
H -3.697 4.252 -0.583 0.10
H -2.587 2.391 -1.753 0.11
H -3.095 -0.036 -0.055 0.11
H -4.765 -1.610 -0.962 0.10
H -4.228 -2.998 -2.922 0.10
H -1.992 -2.840 -3.968 0.10
H -0.339 -1.209 -3.105 0.10
H -1.464 1.017 -3.714 0.10
H -1.005 2.771 -5.364 0.10
H 0.756 4.448 -4.939 0.09
H 2.109 4.323 -2.878 0.10
H 1.607 2.595 -1.183 0.10
C -0.896 -4.624 2.853 -0.15
C -0.096 -3.766 1.912 -0.81
S 1.336 -3.042 2.609 0.58
C -0.430 -3.643 0.610 -0.77
C -1.625 -4.333 0.006 -0.14
S 0.533 -2.725 -0.533 0.61
H -0.754 -4.274 3.871 0.05
H -0.548 -5.656 2.787 0.07
H -1.957 -4.599 2.610 0.06
H -1.603 -5.409 0.180 0.07
H -1.613 -4.147 -1.065 0.03
H -2.558 -3.941 0.413 0.07
C 3.119 1.317 4.695 -0.21
S 2.176 -0.166 4.160 0.90
C 3.325 -1.370 4.962 -0.23
O 2.534 -0.280 2.725 -0.64
H 4.127 1.232 4.305 0.06
H 3.119 1.407 5.776 0.05
H 2.601 2.158 4.246 0.04
H 3.242 -1.274 6.038 0.05
H 4.339 -1.183 4.628 0.05
H 3.002 -2.356 4.639 -0.01
O 3.121 -0.712 -0.006 -0.21
N 2.487 -0.422 -1.126 -0.05
C 3.195 -0.021 -2.160 -0.29
C 2.571 0.189 -3.403 -0.19
N 2.143 0.349 -4.459 0.20
C 4.585 0.214 -2.131 -0.17
N 5.709 0.450 -2.060 0.17
```

Calculated values
LUMO energy: 2.23 eV
net charge: -1
HOMO level: -3.331 eV
electronic energy: -4279.9101 Eh
largest force on an atom: 3.74 eV/A
gap between HOMO and LUMO: 0.20440 Eh



# C6H16

2 unconnected molecules or ions with the total composition C6H16 in a non-equilibrium geometry (wB97M-V/def2-TZVPD, OMol25).

```
22
Properties=species:S:1:pos:R:3:lowdin_charge:R:1
C -1.951 0.417 1.826 -0.10
C -1.375 -0.240 0.553 -0.46
C -2.510 -0.794 -0.308 -0.08
C -0.570 0.831 -0.221 -0.09
H -2.574 1.254 1.503 0.08
H -1.235 0.699 2.589 0.07
H -2.693 -0.269 2.212 0.06
H -0.691 -1.028 0.858 0.12
H -2.474 -0.423 -1.329 0.07
H -2.463 -1.883 -0.353 0.07
H -3.499 -0.640 0.129 0.07
H 0.323 1.109 0.349 0.06
H -0.505 0.702 -1.296 0.07
H -1.087 1.787 -0.061 0.07
C 2.742 -0.949 -0.830 -0.16
C 3.066 0.558 -0.864 -0.17
H 2.638 -1.307 0.187 0.06
H 1.893 -1.177 -1.421 0.04
H 3.604 -1.522 -1.185 0.06
H 2.617 1.193 -1.622 0.06
H 2.626 0.950 0.056 0.04
H 4.121 0.732 -0.773 0.05
```

Calculated values
LUMO energy: 1.11 eV
HOMO level: -11.060 eV
electronic energy: -238.1682 Eh
largest force on an atom: 1.96 eV/A
structure (SMILES): CC(C)C.CC
gap between HOMO and LUMO: 0.44712 Eh



# C10H14BBrN6Pd

A molecular structure, C10H14BBrN6Pd in a non-equilibrium geometry (wB97M-V/def2-TZVPD, OMol25).

```
33
Properties=species:S:1:pos:R:3:lowdin_charge:R:1
H -0.291 2.466 2.648 0.10
N -0.045 1.448 0.819 -0.11
B 0.640 0.684 -1.501 -0.44
N 0.495 1.783 -0.411 -0.01
C 0.850 3.077 -0.374 -0.02
Pd -0.621 -0.456 1.268 0.81
H 1.284 3.536 -1.264 0.15
C 0.550 3.587 0.877 -0.01
H 0.709 4.595 1.235 0.12
C -0.001 2.534 1.612 -0.11
H 1.034 1.109 -2.540 0.14
C -1.432 -1.984 2.075 -0.32
H -1.809 -1.826 3.116 0.02
H -0.535 -2.765 2.165 0.09
H -2.288 -2.399 1.447 0.03
N -0.779 0.033 -1.618 0.07
N 1.548 -0.408 -0.890 -0.01
N -1.412 -0.495 -0.493 -0.05
N 1.170 -1.025 0.291 -0.07
C -1.626 -0.055 -2.625 0.06
C 2.774 -0.847 -1.247 0.02
H -1.304 0.336 -3.584 0.17
H 3.232 -0.497 -2.150 0.14
C -2.796 -0.653 -2.227 0.13
C 3.219 -1.771 -0.271 0.04
C -2.645 -0.946 -0.854 0.01
C 2.171 -1.825 0.690 -0.09
H -3.656 -0.864 -2.791 0.14
H 4.130 -2.294 -0.258 0.10
H -3.308 -1.410 -0.147 0.13
H 2.149 -2.327 1.634 0.10
H -2.037 -0.054 1.853 0.10
Br 0.629 -0.288 3.515 0.55
```

Calculated values
LUMO energy (spin up / spin down): -6.89 / -11.60 eV
net charge: +2
HOMO level (spin up / spin down): -14.937 / -15.810 eV
electronic energy: -3443.9069 Eh
largest force on an atom: 5.47 eV/A
spin multiplicity: 5
gap between HOMO and LUMO (spin up / spin down): 0.29582 / 0.15460 Eh



# C14H22O4

A single C14H22O4 molecule in a non-equilibrium geometry (wB97M-V/def2-TZVPD, OMol25).

```
40
Properties=species:S:1:pos:R:3:lowdin_charge:R:1
C -1.836 2.990 0.314 -0.07
C -0.598 2.324 0.954 -0.36
C 0.400 3.453 1.055 -0.09
C -0.103 1.153 0.010 -0.26
C -1.229 0.256 -0.506 -0.14
C -1.931 -0.583 0.553 -0.13
C -0.991 -1.048 1.638 -0.19
C -1.532 -1.972 2.672 -0.23
O -1.915 -3.212 2.101 -0.05
C 0.322 -0.586 1.709 0.02
C 0.920 0.356 0.720 -0.31
C 1.854 -0.424 -0.196 0.08
C 3.152 -0.060 -0.510 -0.11
C 3.768 1.266 -0.155 -0.19
O 4.958 1.070 0.570 -0.05
C 3.970 -0.920 -1.373 -0.52
O 3.483 -1.652 -2.193 0.12
O 5.295 -0.824 -1.156 0.12
H -2.715 2.376 0.370 0.06
H -2.051 3.938 0.770 0.07
H -1.632 3.164 -0.759 0.10
H -0.810 1.937 1.950 0.14
H -0.026 4.301 1.618 0.08
H 1.312 3.140 1.566 0.06
H 0.610 3.864 0.032 0.10
H 0.392 1.561 -0.870 0.15
H -0.791 -0.430 -1.221 0.12
H -1.984 0.827 -1.062 0.11
H -2.379 -1.480 0.085 0.12
H -2.738 -0.021 0.983 0.11
H -0.768 -2.142 3.463 0.13
H -2.355 -1.498 3.164 0.11
H -2.174 -3.114 1.169 0.08
H 0.946 -0.926 2.535 0.12
H 1.545 1.036 1.308 0.12
H 1.556 -1.437 -0.417 0.13
H 3.991 1.783 -1.117 0.15
H 3.101 1.940 0.401 0.11
H 4.740 0.853 1.496 0.13
H 5.409 -0.092 -0.506 0.06
```

Calculated values
LUMO energy: 0.16 eV
HOMO level: -9.363 eV
electronic energy: -847.5768 Eh
largest force on an atom: 3.54 eV/A
structure (SMILES): CC(C)[C@@H]1CCC(CO)=C[C@H]1/C=C(\CO)C(=O)O
gap between HOMO and LUMO: 0.35001 Eh



# C9H11N3S2

A single C9H11N3S2 molecule in a non-equilibrium geometry (wB97M-V/def2-TZVPD, OMol25).

```
25
Properties=species:S:1:pos:R:3:lowdin_charge:R:1
C -2.723 -2.441 0.588 -0.05
C -1.381 -2.137 1.229 -0.36
N -0.894 -2.786 2.199 0.10
C 0.264 -2.124 2.670 -0.09
C 0.498 -1.080 1.835 -0.09
N -0.563 -1.023 0.910 -0.11
C -0.795 -0.144 -0.147 -1.00
S -1.321 -0.538 -1.642 0.72
S -0.235 1.525 0.326 0.89
C -0.063 2.498 -1.240 -0.45
C 1.117 2.046 -2.168 -0.26
C 2.431 2.395 -1.574 -0.22
C 2.921 1.400 -0.628 -0.21
N 3.141 0.506 0.124 0.15
H -3.258 -3.231 1.152 0.09
H -2.728 -2.835 -0.438 0.06
H -3.313 -1.562 0.534 0.05
H 0.910 -2.503 3.444 0.10
H 1.302 -0.380 1.699 0.07
H 0.111 3.475 -0.737 0.07
H -1.034 2.459 -1.787 0.07
H 0.922 2.625 -3.043 0.11
H 1.068 0.984 -2.378 0.09
H 2.318 3.399 -1.054 0.14
H 3.186 2.424 -2.357 0.12
```

Calculated values
LUMO energy: -0.49 eV
HOMO level: -8.925 eV
electronic energy: -1310.1543 Eh
largest force on an atom: 4.99 eV/A
structure (SMILES): Cc1nccn1C(=S)SCCCC#N
gap between HOMO and LUMO: 0.30998 Eh